[1]
DFT (ωB97M-V/def2-TZVPD) results for a structure of composition C31H46BFN11ORuS5 at a distorted geometry.

XYZ file:
```
97
C31H46BFN11ORuS5 | the OMol25 dataset | ωB97M-V/def2-TZVPD
Ru 0.50 -0.22 -0.28
C 3.74 -4.24 2.32
C 2.70 -3.81 1.27
C 2.43 -4.99 0.34
C 3.26 -2.60 0.53
N 1.45 -3.41 1.93
C 1.18 -3.50 3.28
C -0.07 -3.02 3.48
N -0.59 -2.63 2.27
B -2.02 -2.08 2.17
N -2.16 -0.62 2.68
C -3.39 -0.03 2.62
C -3.27 1.25 3.04
N -1.96 1.48 3.35
C -1.29 0.30 3.14
S 0.35 -0.06 3.54
C -1.52 2.76 3.90
C -2.03 2.86 5.35
C -0.01 2.93 3.89
C -2.15 3.87 3.04
N -2.57 -2.16 0.73
C -3.08 -3.34 0.27
C -3.58 -3.15 -0.97
N -3.37 -1.83 -1.30
C -2.72 -1.25 -0.26
S -2.19 0.37 -0.17
C -4.00 -1.17 -2.46
C -3.00 -0.34 -3.25
C -5.12 -0.28 -1.92
C -4.58 -2.22 -3.41
C 0.36 -2.87 1.33
S 0.12 -2.76 -0.34
H 4.65 -4.51 1.80
H 3.41 -5.12 2.87
H 3.96 -3.44 3.01
H 3.36 -5.32 -0.11
H 1.74 -4.71 -0.45
H 2.00 -5.82 0.89
H 4.25 -2.83 0.13
H 3.35 -1.75 1.21
H 2.63 -2.30 -0.31
H 1.88 -3.86 3.99
H -0.63 -2.92 4.38
H -2.72 -2.75 2.86
H -4.25 -0.57 2.29
H -4.02 2.01 3.10
H -1.52 2.12 5.96
H -3.10 2.68 5.40
H -1.82 3.84 5.74
H 0.47 2.27 4.61
H 0.23 3.96 4.18
H 0.41 2.74 2.91
H -3.19 4.04 3.29
H -2.09 3.61 1.98
H -1.62 4.81 3.19
H -3.05 -4.23 0.87
H -4.04 -3.86 -1.62
H -2.54 0.42 -2.63
H -3.51 0.16 -4.07
H -2.22 -0.97 -3.67
H -4.71 0.48 -1.26
H -5.85 -0.87 -1.36
H -5.64 0.21 -2.74
H -3.80 -2.92 -3.72
H -4.95 -1.72 -4.30
H -5.41 -2.77 -2.97
C 1.13 5.40 0.05
C 2.07 4.33 -0.35
N 3.31 4.49 -0.68
N 3.78 3.25 -0.96
C 2.84 2.29 -0.80
S 3.04 0.67 -1.03
N 1.72 3.00 -0.41
N 0.50 2.41 -0.11
H 1.67 6.34 0.12
H 0.66 5.16 1.00
H 0.35 5.51 -0.71
H 4.74 3.11 -1.22
H 0.33 2.37 0.90
H -0.28 2.86 -0.59
F 0.52 -0.08 -8.38
C 0.52 -0.04 -7.02
C 0.56 1.19 -6.38
C 0.50 1.24 -5.01
C 0.39 0.06 -4.23
C 0.20 0.11 -2.86
C 0.43 -1.18 -4.93
C 0.48 -1.23 -6.30
H 0.62 2.10 -6.97
H 0.52 2.19 -4.51
H -0.05 -0.82 -2.35
H -0.01 1.07 -2.41
H 0.41 -2.10 -4.36
H 0.48 -2.17 -6.83
O 3.18 0.80 3.49
S 2.54 1.11 2.20
N 1.12 0.32 2.06
```

<S²>: 0.767
orbital gap (alpha / beta): 4.83 / 4.81 eV
spin multiplicity: 2
HOMO level (alpha / beta): -4.78 / -4.78 eV
electronic energy: -111482.6910 eV
total charge: 0
F_max: 2.5 eV/A

Löwdin population analysis, charges in e, atoms 1 to 5: number 1, Ru, carries 0.582; number 2, C, carries -0.045; number 3, C, carries -0.547; number 4, C, carries -0.043; number 5, C, carries -0.068

---

[2]
DFT (ωB97M-V/def2-TZVPD) results for a cluster of 10 separate species, C37H102N8O11 in total at a distorted geometry.

XYZ file:
```
158
C37H102N8O11 | the OMol25 dataset | ωB97M-V/def2-TZVPD
C 21.78 -23.71 9.48
O 22.79 -22.93 8.89
C 23.09 -21.73 9.58
C 23.64 -20.69 8.62
C 25.07 -20.86 8.12
N 23.51 -19.34 9.18
H 20.77 -23.30 9.33
H 21.99 -23.82 10.55
H 21.79 -24.68 8.99
H 22.10 -21.33 9.90
H 23.67 -21.90 10.50
H 23.06 -20.72 7.69
H 25.37 -20.03 7.49
H 25.16 -21.78 7.55
H 25.81 -20.95 8.92
H 22.66 -19.29 9.74
H 24.26 -19.16 9.85
C 19.14 -14.81 13.39
O 20.17 -15.51 12.71
C 20.72 -14.95 11.54
C 21.33 -13.58 11.77
C 21.99 -12.98 10.54
N 22.29 -13.67 12.89
H 18.27 -14.79 12.72
H 19.36 -13.76 13.57
H 18.90 -15.35 14.30
H 21.49 -15.64 11.21
H 19.93 -14.88 10.79
H 20.59 -12.82 12.09
H 22.60 -13.70 10.01
H 22.55 -12.07 10.74
H 21.18 -12.65 9.88
H 21.88 -14.09 13.71
H 22.62 -12.74 13.12
C 23.01 -12.87 5.61
O 22.96 -14.28 5.70
C 23.96 -14.76 6.57
C 23.80 -16.25 6.81
C 22.46 -16.61 7.42
N 24.86 -16.69 7.73
H 22.10 -12.61 5.07
H 23.86 -12.42 5.08
H 23.01 -12.45 6.62
H 24.97 -14.58 6.17
H 23.84 -14.29 7.55
H 23.98 -16.77 5.86
H 21.61 -16.36 6.78
H 22.32 -16.18 8.41
H 22.34 -17.70 7.48
H 24.56 -17.55 8.18
H 25.72 -16.84 7.23
C 14.86 -19.73 8.74
O 13.82 -19.61 9.66
C 12.99 -18.49 9.44
C 13.71 -17.15 9.60
C 14.46 -17.14 10.95
N 12.67 -16.09 9.61
H 15.59 -18.91 8.64
H 14.49 -19.83 7.70
H 15.39 -20.65 8.96
H 12.51 -18.56 8.46
H 12.19 -18.53 10.18
H 14.36 -16.90 8.76
H 15.11 -18.01 11.02
H 13.75 -17.11 11.79
H 14.99 -16.19 11.10
H 13.15 -15.20 9.56
H 12.24 -16.10 10.53
C 19.84 -25.14 12.23
O 19.20 -24.20 11.40
C 17.78 -24.24 11.55
C 17.26 -22.82 11.34
C 15.79 -22.71 11.62
N 17.57 -22.35 9.96
H 19.34 -26.11 12.20
H 19.82 -24.80 13.28
H 20.89 -25.25 11.95
H 17.39 -24.90 10.77
H 17.53 -24.51 12.58
H 17.88 -22.20 12.01
H 15.21 -23.48 11.10
H 15.42 -21.72 11.37
H 15.56 -22.92 12.67
H 18.43 -22.82 9.69
H 16.88 -22.79 9.35
C 16.15 -21.61 15.64
O 16.62 -20.28 15.60
C 17.67 -20.11 14.69
C 17.73 -18.64 14.29
C 16.45 -18.25 13.56
N 18.89 -18.39 13.43
H 16.95 -22.31 15.89
H 15.76 -21.84 14.64
H 15.34 -21.69 16.36
H 18.63 -20.50 15.07
H 17.54 -20.66 13.74
H 17.85 -18.02 15.18
H 16.39 -17.20 13.27
H 15.59 -18.42 14.23
H 16.31 -18.88 12.68
H 18.95 -17.42 13.16
H 18.75 -18.87 12.54
C 19.82 -13.04 7.28
O 18.91 -13.38 8.31
C 17.86 -12.45 8.45
C 17.28 -12.56 9.85
C 16.77 -13.97 10.14
N 16.24 -11.53 10.01
H 19.42 -13.35 6.31
H 20.75 -13.59 7.46
H 20.09 -11.98 7.33
H 18.21 -11.41 8.36
H 17.13 -12.55 7.63
H 18.09 -12.33 10.55
H 16.07 -14.06 10.97
H 17.65 -14.55 10.43
H 16.27 -14.42 9.28
H 15.81 -11.67 10.92
H 15.46 -11.79 9.41
C 20.78 -21.31 12.61
O 21.66 -21.23 13.71
C 21.47 -22.30 14.59
C 22.45 -22.12 15.78
C 22.11 -23.05 16.94
N 22.36 -20.75 16.29
H 20.92 -22.20 11.98
H 20.97 -20.45 11.97
H 19.74 -21.32 12.96
H 20.45 -22.29 14.99
H 21.71 -23.25 14.10
H 23.44 -22.36 15.38
H 22.79 -22.92 17.78
H 22.24 -24.08 16.60
H 21.07 -22.96 17.24
H 22.07 -20.13 15.53
H 21.61 -20.67 16.96
C 18.08 -17.38 9.95
C 18.59 -18.77 9.61
C 20.08 -18.85 9.25
O 18.33 -19.67 10.67
H 18.17 -17.13 11.01
H 17.01 -17.29 9.72
H 18.65 -16.67 9.34
H 18.06 -19.10 8.71
H 20.36 -18.10 8.52
H 20.27 -19.82 8.77
H 20.69 -18.77 10.15
H 18.20 -20.57 10.32
O 15.34 -17.12 5.93
C 16.22 -16.06 6.26
C 17.69 -16.42 6.10
O 18.05 -16.60 4.72
H 15.35 -17.21 4.97
H 15.96 -15.20 5.64
H 16.10 -15.82 7.32
H 17.87 -17.39 6.57
H 18.25 -15.59 6.52
H 18.96 -16.31 4.62
```

SMILES: COC[C@H](C)N.COC[C@H](C)N.COC[C@H](C)N.COC[C@H](C)N.COC[C@H](C)N.COC[C@H](C)N.COC[C@H](C)N.COC[C@H](C)N.CC(C)O.OCCO
ΔE to the lowest compared entry with this formula, charge and spin: 15.0 kcal per mole
orbital gap: 9.11 eV
HOMO level: -8.58 eV
electronic energy: -74462.0776 eV
total charge: 0
F_max: 1.7 eV/A

Löwdin population analysis, charges in e, atoms 1 to 5: number 1, C, carries -0.111; number 2, O, carries -0.180; number 3, C, carries -0.197; number 4, C, carries -0.420; number 5, C, carries -0.060

---

What is the formula in the first record? C31H46BFN11ORuS5

---

Which of these has the highest electronic energy? C37H102N8O11